# 1
Molecular formula: C5H7N
Method: DFT, ωB97M-V with the def2-TZVPD basis set

**LUMO**: 1.12 eV
**Energy above the lowest of the compared OMol25 structures with the same formula, charge and spin**: 298.75 kJ/mol
**Calculated total energy**: -6785.4163 eV
**Maximum force**: 0.010 Eh/bohr

```
13
C5H7N | OMol25 | ωB97M-V with the def2-TZVPD basis set
C -0.632 0.948 1.087
C 0.638 0.147 0.792
N 0.602 -1.297 0.963
C 0.767 -0.778 -0.391
C -0.216 -0.630 -1.444
C -0.882 -0.296 -2.392
H -1.261 0.410 1.813
H -0.386 1.911 1.548
H -1.241 1.138 0.193
H 1.562 0.624 1.110
H -0.339 -1.615 1.173
H 1.749 -1.048 -0.778
H -1.477 0.010 -3.224
```

Results of the natural (NBO) charge analysis, in e, for atoms 1 through 6:
1 C -0.642
2 C -0.046
3 N -0.560
4 C -0.168
5 C -0.034
6 C -0.232

---

# 2
Molecular formula: C5H7N
Method: DFT, ωB97M-V with the def2-TZVPD basis set

**LUMO**: 0.87 eV
**Energy above the lowest of the compared OMol25 structures with the same formula, charge and spin**: 536.08 kJ/mol
**Calculated total energy**: -6782.9565 eV
**Maximum force**: 0.072 Eh/bohr

```
13
C5H7N | OMol25 | ωB97M-V with the def2-TZVPD basis set
C 0.297 -1.200 -0.036
C 1.268 -0.050 -0.307
C 0.549 1.077 -0.520
C -0.789 1.006 0.119
N -1.891 -0.001 0.183
C -0.594 -0.314 0.784
H 0.676 -2.026 0.574
H -0.130 -1.615 -0.965
H 2.312 -0.192 -0.521
H 0.967 2.040 -0.787
H -1.092 1.885 0.694
H -1.998 -0.538 -0.689
H 0.427 -0.072 1.472
```

Results of the natural (NBO) charge analysis, in e, for atoms 1 through 6:
1 C -0.469
2 C -0.232
3 C -0.170
4 C -0.199
5 N -0.523
6 C -0.063

---

# 3
Molecular formula: C5H7N
Method: DFT, ωB97M-V with the def2-TZVPD basis set

**LUMO**: 1.06 eV
**Energy above the lowest of the compared OMol25 structures with the same formula, charge and spin**: 3.39 kJ/mol
**Calculated total energy**: -6788.4774 eV
**Maximum force**: 0.008 Eh/bohr

```
13
C5H7N | OMol25 | ωB97M-V with the def2-TZVPD basis set
C -1.736 0.683 0.496
C -0.437 0.076 0.077
C -0.097 -0.672 -1.024
C 1.314 -0.871 -0.991
C 1.786 -0.254 0.137
N 0.713 0.322 0.785
H -1.738 0.925 1.566
H -1.913 1.614 -0.056
H -2.569 -0.001 0.304
H -0.791 -1.037 -1.772
H 1.913 -1.396 -1.725
H 2.792 -0.175 0.525
H 0.762 0.785 1.678
```

Results of the natural (NBO) charge analysis, in e, for atoms 1 through 6:
1 C -0.637
2 C 0.129
3 C -0.314
4 C -0.296
5 C -0.086
6 N -0.511